{
  "formula": "C22H30CoN2O3S3Se2",
  "method": "ωB97M-V/def2-TZVPD",
  "homo_ev": [-7.279, -7.343],
  "spin_multiplicity": 2,
  "e_above_lowest_kcal_mol": 6.06,
  "charge": 0,
  "molar_mass_g_mol": 683.55,
  "largest_force_ev_per_a": 0.67,
  "energy_ha": -8571.8131,
  "symbols": ["Co", "C", "C", "C", "O", "C", "O", "O", "H", "H", "H", "H", "H", "H", "H", "C", "C", "N", "C", "C", "S", "C", "C", "S", "C", "N", "C", "H", "H", "H", "H", "H", "H", "H", "H", "C", "Se", "C", "C", "Se", "C", "H", "H", "H", "H", "H", "H", "H", "H", "H", "H", "S", "C", "C", "C", "C", "C", "C", "H", "H", "H", "H", "H"],
  "xyz": [[0.522640, -0.042492, 0.333922], [0.664296, -3.033041, 3.069426], [1.553885, -2.305704, 2.066626], [3.023993, -2.613580, 2.283390], [1.386671, -0.880262, 2.229137], [1.099328, -2.735252, 0.652849], [1.419620, -3.848027, 0.261303], [0.362191, -1.927759, -0.027470], [0.960760, -2.772069, 4.086746], [0.766482, -4.108206, 2.937665], [-0.383088, -2.759633, 2.926893], [3.290071, -2.445418, 3.326791], [3.639372, -1.959115, 1.664500], [3.233624, -3.645269, 2.010501], [0.564691, -0.736841, 2.724977], [-0.463889, 3.180819, 2.189149], [0.933693, 2.753417, 1.906094], [1.336065, 1.779577, 1.122491], [2.718351, 1.727532, 1.084444], [3.359658, 2.661443, 1.825347], [2.212993, 3.636183, 2.618126], [3.325327, 0.679358, 0.272480], [4.645197, 0.417833, 0.099180], [4.816643, -0.862866, -1.007394], [3.126204, -0.985880, -1.179574], [2.465046, -0.133315, -0.426768], [2.563205, -1.927057, -2.189775], [-1.169349, 2.407495, 1.901455], [-0.686172, 4.075910, 1.608510], [-0.578016, 3.412065, 3.247204], [4.417862, 2.804065, 1.941200], [5.489220, 0.908582, 0.546594], [3.352450, -2.570708, -2.573643], [2.141817, -1.348760, -3.012748], [1.783003, -2.546412, -1.756030], [-2.527402, 4.904894, -1.323685], [-1.950791, 3.062547, -1.087113], [-0.783280, 3.036113, -2.649747], [-0.822421, 1.696362, -3.347738], [-0.118137, 0.210785, -2.297523], [-1.566267, -1.041722, -2.594217], [-1.676112, 5.581859, -1.294449], [-3.194747, 5.143532, -0.497245], [-3.068364, 5.023150, -2.259855], [0.232801, 3.309371, -2.359401], [-1.157896, 3.800376, -3.333307], [-0.229040, 1.732877, -4.264233], [-1.847011, 1.431392, -3.608240], [-1.656761, -1.234182, -3.661321], [-2.492933, -0.652568, -2.176664], [-1.285082, -1.949328, -2.067328], [-1.412000, 0.080214, 1.485965], [-2.661168, -0.876474, 0.654987], [-2.617330, -2.263030, 0.511847], [-3.618679, -2.935370, -0.170616], [-4.698081, -2.242520, -0.703283], [-4.769899, -0.867910, -0.535304], [-3.761028, -0.193247, 0.136475], [-1.773096, -2.806356, 0.901002], [-3.551040, -4.008622, -0.288778], [-5.480034, -2.770432, -1.233571], [-5.606364, -0.312574, -0.938940], [-3.801681, 0.884248, 0.238681]],
  "forces_ev_per_angstrom": [[0.61, 0.18, 0.20], [0.09, -0.03, -0.01], [-0.14, 0.11, 0.01], [-0.02, -0.02, -0.07], [0.18, -0.13, 0.27], [-0.10, -0.07, -0.12], [0.10, -0.21, 0.02], [-0.04, 0.22, -0.07], [0.01, 0.02, 0.03], [0.00, -0.03, -0.01], [-0.01, 0.02, -0.03], [0.00, 0.02, 0.04], [0.03, 0.03, -0.04], [-0.02, -0.02, 0.01], [-0.07, 0.02, -0.15], [0.00, 0.03, -0.04], [-0.21, -0.15, -0.21], [-0.24, 0.14, 0.15], [0.06, -0.16, 0.00], [-0.03, -0.08, -0.07], [0.12, 0.14, 0.10], [0.03, 0.14, 0.15], [-0.11, 0.07, -0.01], [0.23, -0.03, -0.06], [-0.36, 0.02, -0.12], [0.16, -0.22, -0.08], [0.08, -0.06, 0.07], [0.01, -0.01, 0.01], [-0.02, 0.04, 0.01], [-0.01, 0.01, 0.04], [0.08, 0.00, 0.02], [0.06, 0.04, 0.05], [0.02, -0.03, -0.01], [0.01, -0.05, 0.03], [-0.08, -0.02, 0.04], [-0.06, 0.07, 0.06], [0.02, 0.01, 0.01], [0.04, 0.03, -0.08], [-0.01, -0.01, -0.25], [-0.13, 0.05, 0.02], [-0.04, -0.04, -0.02], [0.01, -0.01, 0.00], [0.01, -0.01, -0.01], [0.01, -0.01, -0.01], [-0.04, -0.03, 0.02], [0.02, 0.02, 0.04], [-0.07, 0.04, 0.04], [0.01, 0.02, 0.01], [-0.01, 0.00, 0.03], [0.06, -0.01, -0.04], [0.01, -0.02, 0.03], [-0.29, -0.21, -0.01], [0.00, 0.13, 0.02], [0.10, 0.12, 0.00], [-0.06, 0.02, -0.02], [0.00, -0.05, 0.03], [0.01, 0.02, 0.00], [-0.01, 0.07, -0.06], [0.08, -0.08, 0.06], [0.00, -0.04, 0.00], [0.00, -0.01, -0.01], [-0.04, 0.02, -0.01], [-0.02, -0.04, 0.02]]
}

***

{
  "formula": "C22H30CoN3O2",
  "method": "ωB97M-V/def2-TZVPD",
  "homo_ev": [-14.973, -14.971],
  "spin_multiplicity": 5,
  "e_above_lowest_kcal_mol": 0.00,
  "charge": 2,
  "molar_mass_g_mol": 427.43,
  "largest_force_ev_per_a": 0.35,
  "energy_ha": -2553.2294,
  "symbols": ["Co", "C", "C", "C", "C", "C", "C", "C", "H", "H", "H", "H", "H", "H", "H", "H", "N", "C", "O", "C", "C", "C", "N", "C", "C", "H", "H", "H", "H", "H", "H", "C", "N", "C", "C", "O", "H", "H", "H", "H", "H", "H", "H", "C", "C", "C", "C", "C", "C", "H", "H", "H", "H", "H", "H", "H", "H", "H"],
  "xyz": [[0.359303, -0.772940, 0.963643], [1.562660, 3.109918, 0.690896], [0.391397, 2.323262, 1.204082], [-0.896677, 2.571597, 0.742311], [-1.999912, 1.901307, 1.264242], [-1.835083, 0.944330, 2.250674], [-0.549648, 0.652197, 2.709645], [0.555691, 1.348356, 2.199582], [1.450805, 4.165451, 0.941422], [1.638752, 3.043741, -0.395787], [2.495398, 2.763978, 1.135094], [-1.048629, 3.328021, -0.018494], [-2.991830, 2.147262, 0.908944], [-2.691185, 0.436848, 2.674864], [-0.409931, -0.042538, 3.531496], [1.534658, 1.183718, 2.638779], [-5.484500, -2.513150, -2.670216], [-4.972993, -3.002972, -1.523667], [-5.452230, -3.919040, -0.895956], [-3.692740, -2.366667, -1.007312], [-3.394397, -2.589261, 0.333307], [-2.226795, -2.083551, 0.853294], [-1.349761, -1.389183, 0.105331], [-1.632396, -1.176233, -1.185967], [-2.792535, -1.643738, -1.775711], [-6.336352, -2.926932, -3.015174], [-5.137973, -1.689721, -3.126025], [-4.079576, -3.166655, 0.938543], [-1.959955, -2.231868, 1.892174], [-0.900130, -0.619683, -1.757082], [-2.948771, -1.458968, -2.829334], [2.781907, -5.369073, 2.067453], [1.638987, -4.472408, 1.865846], [0.415269, -5.060946, 1.323704], [1.732385, -3.199481, 2.139566], [0.792065, -2.370258, 2.002989], [2.454580, -6.232140, 2.642724], [3.559998, -4.850883, 2.621568], [3.168649, -5.701367, 1.105563], [0.254160, -6.024002, 1.801918], [0.517470, -5.209307, 0.248567], [-0.424132, -4.405534, 1.529149], [2.692564, -2.880150, 2.552236], [4.896095, 1.492179, -0.476382], [4.392126, 0.185517, -1.173258], [5.362057, -0.967920, -0.821453], [4.296961, 0.402532, -2.689154], [3.104900, -0.092344, -0.602057], [1.963590, -0.323033, -0.118596], [5.882099, 1.687140, -0.898829], [4.990942, 1.368171, 0.600716], [4.246613, 2.335384, -0.699368], [6.353389, -0.688897, -1.177748], [5.064718, -1.888107, -1.322305], [5.414510, -1.134592, 0.253326], [5.298589, 0.590229, -3.075150], [3.670449, 1.260987, -2.927638], [3.896499, -0.477131, -3.190910]],
  "forces_ev_per_angstrom": [[0.23, 0.22, 0.14], [0.01, -0.02, 0.01], [0.02, -0.04, -0.01], [-0.09, -0.01, -0.03], [0.04, 0.05, -0.02], [0.05, -0.06, 0.02], [-0.09, -0.03, 0.20], [-0.01, -0.16, -0.08], [-0.01, 0.00, 0.00], [-0.01, 0.00, -0.01], [0.01, 0.00, -0.01], [0.01, 0.00, 0.00], [0.00, 0.00, -0.01], [0.00, 0.02, 0.01], [0.00, 0.02, 0.00], [0.01, 0.03, -0.02], [0.03, -0.02, -0.02], [0.01, -0.02, -0.02], [0.00, 0.00, 0.02], [-0.04, 0.00, 0.01], [-0.02, 0.00, 0.01], [0.03, 0.02, -0.04], [-0.04, 0.03, -0.17], [-0.01, -0.01, 0.03], [0.04, 0.02, -0.03], [-0.01, 0.01, 0.00], [-0.01, 0.02, 0.02], [0.00, 0.00, 0.00], [-0.01, -0.02, 0.00], [0.00, 0.00, -0.01], [-0.02, -0.01, 0.00], [-0.11, 0.05, 0.04], [0.05, -0.01, 0.01], [0.06, 0.02, 0.01], [0.02, 0.04, 0.17], [-0.11, -0.08, -0.09], [0.02, -0.01, 0.01], [0.03, 0.00, -0.04], [-0.01, -0.02, 0.00], [-0.02, 0.00, -0.01], [0.00, -0.01, 0.00], [-0.01, 0.00, -0.01], [0.01, 0.03, -0.04], [0.00, 0.02, -0.01], [0.02, -0.19, 0.02], [0.01, 0.07, -0.06], [0.02, 0.03, -0.01], [-0.19, 0.17, -0.05], [0.13, -0.09, 0.00], [0.00, 0.02, 0.02], [-0.01, -0.02, 0.00], [-0.01, 0.01, 0.00], [0.00, -0.02, 0.00], [-0.01, -0.01, 0.02], [-0.01, 0.00, 0.01], [-0.01, 0.01, -0.01], [-0.01, 0.00, 0.00], [0.01, -0.01, 0.01]]
}